# 1
Density functional theory data (ωB97M-V/def2-TZVPD) for H8MgO12S2 as an isolated structure at a distorted geometry.

Geometry as XYZ:
```
23
Properties=species:S:1:pos:R:3:lowdin_charge:R:1
Mg -6.34555 -14.41383 13.57753 0.34
S -6.27279 -15.14559 15.95092 0.20
O -7.39654 -15.22202 16.85924 -0.40
O -6.26394 -13.83442 15.31099 -0.38
O -5.11119 -15.48354 16.75652 -0.37
O -6.31661 -15.93068 14.72690 -0.35
S -4.53762 -15.39510 12.04465 0.26
O -3.66521 -14.82293 11.08992 -0.34
O -4.42710 -14.69954 13.35746 -0.40
O -5.96820 -15.10078 11.90704 -0.39
O -4.23634 -16.81077 12.21629 -0.34
O -8.36405 -14.67463 13.61289 0.00
H -8.89581 -15.41443 13.31937 0.07
H -8.99093 -14.07271 14.01409 0.09
O -7.69601 -17.03111 11.54415 -0.05
H -8.63256 -16.92446 11.71069 0.00
H -7.36009 -16.13700 11.48123 -0.02
O -3.39446 -12.57626 14.34539 -0.08
H -3.58137 -13.46796 14.05185 -0.03
H -3.54485 -12.03255 13.57209 0.00
O -6.39911 -12.54185 13.00745 0.00
H -6.58282 -11.86421 13.65806 0.09
H -5.92505 -12.08513 12.31254 0.09
```

Properties
**Net charge**: -2
**Total energy**: -51819.671 eV
**Relative energy (zero: lowest compared OMol25 entry of this formula, charge and spin)**: 5.0 kcal/mol
**Max |F|**: 5.6 eV/A
**Gap between HOMO and LUMO**: 5.4 eV



# 2
Density functional theory data (ωB97M-V/def2-TZVPD) for one molecule with the formula H8N6 at a distorted geometry.

Geometry as XYZ:
```
14
Properties=species:S:1:pos:R:3:lowdin_charge:R:1
N 2.35484 -0.16595 -0.80765 0.01
N -1.55755 -1.25172 1.15049 -0.03
N -0.65898 0.85806 -0.64213 0.01
N 1.50024 0.40968 0.13464 -0.02
N -0.42658 -0.41690 1.35970 -0.03
N 0.06958 -0.06713 0.04100 -0.22
H 2.23243 -0.01677 -1.83238 0.10
H 2.36722 -1.14856 -0.61617 0.07
H -1.89589 -1.86894 1.80533 0.03
H -2.32604 -0.52413 1.06224 0.00
H -1.50471 0.49706 -1.10249 0.03
H -1.17877 1.65077 -0.10997 0.00
H 1.49880 1.33314 0.02891 0.03
H -0.67197 0.42108 1.92985 0.03
```

Properties
**Net charge**: 0
**2S+1**: 3
**Total energy**: -9059.399 eV
**Max |F|**: 5.8 eV/A
**Gap between HOMO and LUMO (spin up / spin down)**: 4.4 / 6.0 eV



# 3
Density functional theory data (ωB97M-V/def2-TZVPD) for a 4-piece molecular cluster, H8O4 overall at a distorted geometry.

Geometry as XYZ:
```
12
Properties=species:S:1:pos:R:3:lowdin_charge:R:1
O 3.06249 0.00593 1.61144 -0.15
H 2.27852 0.47999 1.33414 -0.04
H 3.61052 0.67120 2.02777 0.00
O 0.67839 1.11387 0.41277 -0.18
H 0.44000 2.01749 0.20572 -0.01
H 0.10653 0.58198 -0.14067 -0.02
O -2.25874 -0.75278 0.25564 -0.26
H -1.50151 -1.26981 0.53047 -0.06
H -2.36136 -0.09381 0.94227 -0.06
O -1.32390 -0.57567 -2.57914 -0.18
H -0.91073 -1.40607 -2.81570 -0.01
H -1.82026 -0.77234 -1.78467 -0.05
```

Properties
**Net charge**: -1
**2S+1**: 2
**Total energy**: -8319.172 eV
**Relative energy (zero: lowest compared OMol25 entry of this formula, charge and spin)**: 6.7 kcal/mol
**Max |F|**: 1.4 eV/A
**Gap between HOMO and LUMO (spin up / spin down)**: 3.2 / 11.3 eV



# 4
Density functional theory data (ωB97M-V/def2-TZVPD) for a 4-piece molecular cluster, H8O4 overall at a distorted geometry.

Geometry as XYZ:
```
12
Properties=species:S:1:pos:R:3:lowdin_charge:R:1
O 0.01383 -0.80642 -0.26342 -0.01
H 0.51883 -0.84942 0.51458 0.00
H -0.08817 -1.67542 -0.56942 0.06
O 1.05183 1.55258 -0.83642 -0.06
H 0.59283 0.71558 -0.63142 -0.03
H 0.26383 2.07758 -0.91142 0.03
O 1.65883 -0.01342 1.81258 -0.03
H 1.48983 0.91158 1.58858 0.05
H 1.16583 -0.07542 2.61258 0.04
O -2.58617 -0.46842 -0.99542 -0.06
H -1.76917 -0.41642 -0.52942 -0.04
H -2.31217 -0.95242 -1.79142 0.04
```

Properties
**Net charge**: 0
**Total energy**: -8319.781 eV
**Relative energy (zero: lowest compared OMol25 entry of this formula, charge and spin)**: 20.6 kcal/mol
**Max |F|**: 2.6 eV/A
**Gap between HOMO and LUMO**: 11.6 eV



# 5
Density functional theory data (ωB97M-V/def2-TZVPD) for a 4-piece molecular cluster, H8O4 overall at a distorted geometry.

Geometry as XYZ:
```
12
Properties=species:S:1:pos:R:3:lowdin_charge:R:1
O -0.99463 -2.56978 0.85756 0.00
H -1.07341 -3.21867 1.50244 0.00
H -0.07299 -2.54523 0.66704 0.01
O -0.28646 3.07820 -0.70972 -0.01
H 0.14106 3.91975 -0.71185 0.03
H -0.24522 2.79374 0.16097 0.00
O -0.45775 0.04806 -0.93405 -0.05
H -1.24533 -0.45046 -0.65407 0.06
H -0.89172 0.87916 -1.12341 0.03
O 1.86452 -0.35953 0.45922 -0.04
H 0.98828 -0.38267 0.08005 -0.04
H 2.27365 -1.19259 0.40580 0.00
```

Properties
**Net charge**: 0
**Total energy**: -8319.658 eV
**Relative energy (zero: lowest compared OMol25 entry of this formula, charge and spin)**: 23.5 kcal/mol
**Max |F|**: 2.8 eV/A
**Gap between HOMO and LUMO**: 11.6 eV



# 6
Density functional theory data (ωB97M-V/def2-TZVPD) for a 4-piece molecular cluster, H8O4 overall at a distorted geometry.

Geometry as XYZ:
```
12
Properties=species:S:1:pos:R:3:lowdin_charge:R:1
O 0.76898 0.72122 -2.68350 -0.10
H 0.92494 0.24608 -1.83047 -0.02
H 1.41261 1.44619 -2.62744 0.03
O -1.64422 -1.06337 2.50846 -0.08
H -1.77210 -0.35545 1.85279 0.01
H -1.16602 -0.53527 3.17945 0.04
O -0.39067 0.93363 0.63297 -0.05
H 0.44064 1.16220 1.05500 0.06
H -0.43669 1.48036 -0.16399 0.06
O 0.99710 -1.19439 -0.78513 -0.08
H 0.35801 -1.81926 -1.19351 0.08
H 0.50743 -1.02193 0.05536 0.05
```

Properties
**Net charge**: 0
**Total energy**: -8319.862 eV
**Relative energy (zero: lowest compared OMol25 entry of this formula, charge and spin)**: 18.8 kcal/mol
**Max |F|**: 1.9 eV/A
**Gap between HOMO and LUMO**: 11.4 eV